1.
The following is a quantum chemistry calculation of an isolated ion of composition C20H22NO4 and charge +1 at a distorted geometry, from the OMol25 dataset.

The value obtained for the energy above the lowest of the compared OMol25 structures with the same formula, charge and spin is 229.2 kJ/mol. The value obtained for the total energy is -1130.6531 hartree. As for the LUMO energy: -0.1312 Ha. For the largest force on an atom, the calculation gives 0.139 hartree/bohr.

ORCA input file:
```
! wB97M-V def2-TZVPD RIJCOSX def2/J DEFGRID3
* xyz 1 1
O -0.712 2.608 -1.711
O 2.700 0.468 1.642
O 4.590 2.024 0.924
O 0.434 -0.583 3.056
C 0.085 2.201 -0.969
C 1.928 1.052 0.816
C 3.335 4.070 -1.797
C 4.239 3.459 -0.889
C 2.025 3.618 -1.828
C -1.406 -0.850 1.598
C -1.623 0.529 -0.430
C 3.766 2.441 -0.036
C -0.128 -0.350 1.827
C 1.508 2.586 -0.970
C -0.381 1.017 -0.172
C 2.382 1.974 -0.134
C 0.479 0.515 0.842
C -2.142 -0.486 0.419
C 5.420 0.908 0.630
C -0.215 -0.146 4.293
C -4.247 -3.016 -1.486
C -2.088 -3.514 -0.446
C -2.316 -1.927 -2.245
C -3.327 -1.285 -0.090
N -2.965 -2.383 -1.052
H 3.679 4.907 -2.428
H 5.185 3.884 -0.799
H 1.325 4.091 -2.550
H -1.704 -1.571 2.379
H -2.180 0.660 -1.264
H 5.106 0.099 1.307
H 6.390 1.230 0.841
H 5.341 0.578 -0.387
H -1.252 0.016 4.267
H 0.283 0.746 4.864
H -0.118 -0.941 5.048
H -4.763 -3.285 -0.593
H -4.828 -2.203 -1.954
H -4.061 -3.910 -2.067
H -1.082 -3.648 -0.970
H -1.783 -3.264 0.542
H -2.630 -4.486 -0.672
H -2.300 -2.804 -2.982
H -2.737 -0.994 -2.513
H -1.217 -1.676 -1.909
H -4.094 -0.657 -0.644
H -3.900 -1.703 0.692
*
```

***

2.
The following is a quantum chemistry calculation of a 2-piece molecular cluster, C20H22NO4S overall at a distorted geometry, from the OMol25 dataset.

The value obtained for the total energy is -1529.2325 hartree. As for the LUMO energy: 0.0947 Ha. For the largest force on an atom, the calculation gives 0.043 hartree/bohr.

ORCA input file:
```
! wB97M-V def2-TZVPD RIJCOSX def2/J DEFGRID3
* xyz -1 1
C -1.294 0.028 2.483
C -1.297 1.466 2.184
C 0.011 2.133 2.014
C 0.175 3.587 2.357
O 1.005 1.465 1.651
C -2.538 2.218 2.204
C -3.812 1.596 2.737
O -2.617 3.400 1.791
H -2.277 -0.418 2.278
H -0.556 -0.511 1.905
H -1.069 -0.157 3.538
H -0.771 4.120 2.257
H 0.535 3.669 3.393
H 0.919 4.018 1.682
H -3.733 0.537 2.977
H -4.092 2.135 3.650
H -4.610 1.740 2.000
C 4.585 -5.065 -1.110
C 3.328 -4.246 -1.008
C 2.433 -4.212 -2.086
C 1.211 -3.556 -1.975
C 0.895 -2.902 -0.780
S -0.717 -2.189 -0.578
N -0.294 -0.565 -0.744
C -1.164 0.379 -0.632
C -0.913 1.659 -1.259
C -1.928 2.629 -1.395
C -1.746 3.698 -2.266
C -0.531 3.831 -2.956
C 0.521 2.928 -2.741
C 0.325 1.840 -1.894
O -1.537 -2.573 -1.696
O -1.141 -2.472 0.772
C 1.815 -2.840 0.271
C 3.034 -3.501 0.147
H 5.157 -4.996 -0.182
H 4.356 -6.123 -1.293
H 5.225 -4.730 -1.935
H 2.695 -4.709 -3.026
H 0.499 -3.546 -2.794
H -2.173 0.232 -0.217
H -2.846 2.502 -0.816
H -2.547 4.428 -2.411
H -0.424 4.648 -3.672
H 1.483 3.061 -3.243
H 1.090 1.085 -1.717
H 1.570 -2.281 1.175
H 3.763 -3.442 0.958
*
```

***

3.
The following is a quantum chemistry calculation of the molecule C20H22O7 at a distorted geometry, from the OMol25 dataset.

The value obtained for the energy above the lowest of the compared OMol25 structures with the same formula, charge and spin is 340.5 kJ/mol. The value obtained for the total energy is -1301.9026 hartree. As for the LUMO energy: -0.0032 Ha. For the largest force on an atom, the calculation gives 0.100 hartree/bohr.

ORCA input file:
```
! wB97M-V def2-TZVPD RIJCOSX def2/J DEFGRID3
* xyz 0 1
O 1.979 -8.204 0.257
O 2.428 -0.480 -0.294
O 0.577 -8.488 -2.183
O 1.035 -4.884 -1.884
O -2.264 5.842 0.513
O 1.184 -2.390 0.175
O 0.507 1.037 0.768
C 1.552 -7.123 -0.295
C 1.340 -1.023 -0.073
C 0.676 -6.156 -2.372
C 1.823 -5.825 0.136
C 0.876 -7.253 -1.592
C 1.648 -4.716 -0.677
C -1.536 4.680 0.485
C -0.095 2.237 0.550
C -0.751 4.404 1.584
C -0.002 3.184 1.619
C -1.543 3.843 -0.659
C -0.864 2.651 -0.638
C 2.215 -3.245 -0.231
C -0.809 5.375 2.786
C 0.811 2.872 2.859
C -2.449 4.212 -1.744
C -1.121 -0.628 0.463
C -0.872 1.597 -1.693
C 0.065 0.386 -1.525
C 0.190 -0.033 -0.109
H 0.708 -9.106 -1.427
H -2.085 6.320 1.337
H 0.263 -6.376 -3.336
H 2.338 -5.692 1.138
H 2.833 -3.437 0.644
H 2.980 -2.861 -0.919
H -1.043 6.388 2.503
H -1.534 5.012 3.543
H 0.184 5.430 3.233
H 0.255 3.123 3.761
H 1.704 3.428 2.804
H 1.021 1.780 2.970
H -2.521 3.278 -2.337
H -2.052 5.064 -2.266
H -3.395 4.557 -1.318
H -1.976 -0.006 0.222
H -1.301 -1.635 0.106
H -1.072 -0.676 1.558
H -0.715 2.078 -2.643
H -1.856 1.128 -1.691
H 0.946 0.779 -1.974
H -0.279 -0.450 -2.136
*
```

***

4.
The following is a quantum chemistry calculation of C20H23AsN3O2RhS as an isolated structure at a distorted geometry, from the OMol25 dataset.

The value obtained for the energy above the lowest of the compared OMol25 structures with the same formula, charge and spin is 100.3 kJ/mol. The value obtained for the total energy is -3835.2007 hartree. As for the LUMO energy: -0.0026 Ha. For the largest force on an atom, the calculation gives 0.033 hartree/bohr.

ORCA input file:
```
! wB97M-V def2-TZVPD RIJCOSX def2/J DEFGRID3
* xyz 0 1
Rh 0.164 0.091 -0.093
O 0.152 -0.129 -2.100
C 1.185 -0.169 -2.866
C 0.959 -0.142 -4.266
C 1.982 -0.233 -5.172
C 3.309 -0.392 -4.738
C 3.558 -0.437 -3.394
C 2.536 -0.296 -2.430
C 2.953 -0.297 -1.058
N 2.279 0.135 -0.060
C 2.806 0.099 1.303
C 1.719 -0.352 2.276
N 0.488 0.289 1.874
C -0.110 1.100 2.670
C -0.975 2.158 2.282
C -1.732 2.838 3.260
C -2.499 3.923 2.945
C -2.503 4.404 1.623
C -1.785 3.774 0.643
C -1.017 2.615 0.920
O -0.367 2.047 -0.033
H -0.066 -0.019 -4.590
H 1.764 -0.192 -6.232
H 4.122 -0.469 -5.446
H 4.577 -0.551 -3.040
H 3.967 -0.661 -0.880
H 3.676 -0.555 1.382
H 3.101 1.115 1.581
H 1.624 -1.438 2.219
H 2.001 -0.080 3.296
H 0.093 0.985 3.738
H -1.709 2.465 4.279
H -3.091 4.413 3.706
H -3.089 5.281 1.374
H -1.781 4.143 -0.374
C -2.075 -2.978 -1.725
As -2.751 -2.188 -0.103
C -4.634 -2.637 -0.155
C -2.211 -3.023 1.552
S -2.587 -0.088 -0.072
H -1.816 -4.024 -1.575
H -1.196 -2.421 -2.037
H -2.857 -2.875 -2.475
H -4.759 -3.719 -0.164
H -5.088 -2.207 -1.045
H -5.122 -2.220 0.724
H -1.909 -4.055 1.383
H -3.063 -2.973 2.228
H -1.379 -2.464 1.967
N 0.442 -3.011 0.057
C 0.345 -1.858 0.012
*
```

***

What is the LUMO energy in the second record?
0.0947 Ha